Computed, not measured: one molecule with the formula C8H8N2O2S, with ωB97M-V/def2-TZVPD.

The geometry in XYZ format:
```
21
Properties=species:S:1:pos:R:3:lowdin_charge:R:1
C -1.315 0.945 2.440 -0.10
C -1.335 -0.259 1.880 -0.10
C -0.734 2.057 1.838 -0.04
C -0.953 -0.400 0.567 -0.04
C -0.277 1.897 0.559 -0.01
C -0.289 0.625 -0.067 -0.25
C 1.772 -1.671 -0.035 -0.24
C 0.739 -0.615 -2.014 -0.61
N 0.220 0.478 -1.402 0.06
N 1.398 -1.629 -1.441 -0.23
O 2.155 -2.646 0.480 0.14
O 1.398 -2.740 -2.148 -0.22
S 0.357 -1.098 -3.657 0.90
H -1.730 1.077 3.431 0.11
H -1.649 -1.084 2.536 0.13
H -0.581 2.902 2.306 0.06
H -1.161 -1.398 0.144 0.14
H 0.236 2.675 0.171 0.08
H 1.574 -0.664 0.484 0.15
H 0.146 1.372 -1.951 0.17
H 0.028 0.176 -4.122 -0.11
```

Computed properties:
Multiplicity: 1
Kohn-Sham gap (spin up / spin down) in eV: 7.790 / 7.792
ΔE to the lowest compared entry with this formula, charge and spin in kJ/mol: 318.0

Computed, not measured: C17H21Cl2EuO3 as an isolated structure, with ωB97M-V/def2-TZVPD.

The geometry in XYZ format:
```
44
Properties=species:S:1:pos:R:3:lowdin_charge:R:1
Eu 0.194 -0.540 1.383 1.72
C 2.428 0.838 2.432 -0.26
C 2.909 -0.006 1.382 -0.27
C 2.535 0.584 0.131 -0.25
H 3.478 -0.927 1.506 0.08
C 1.845 1.802 0.417 -0.24
C 1.784 1.959 1.830 -0.24
H 1.358 2.809 2.360 0.07
H 2.568 0.677 3.501 0.07
H 2.798 0.218 -0.863 0.06
H 1.486 2.517 -0.324 0.07
C -2.603 0.881 1.776 -0.25
C -1.735 1.953 2.145 -0.23
C -1.231 2.532 0.944 -0.25
H -1.529 2.300 3.159 0.07
C -1.746 1.801 -0.162 -0.22
C -2.606 0.781 0.350 -0.24
H -3.221 0.106 -0.248 0.06
H -3.190 0.272 2.464 0.07
H -0.589 3.408 0.886 0.06
H -1.581 2.037 -1.215 0.05
O 0.128 -2.542 0.122 -0.39
C -0.379 0.317 -3.949 -0.42
C 0.197 -0.902 -3.829 0.00
C 0.461 1.564 -3.863 -0.09
C -1.877 0.414 -4.110 -0.09
C 0.528 -2.478 -1.061 -0.38
H 1.278 -0.992 -3.701 0.05
H -0.406 -1.811 -3.923 0.05
H 0.051 -3.081 -1.847 -0.01
H 1.373 -1.811 -1.338 0.00
H 0.478 2.121 -4.810 0.06
H 1.505 1.311 -3.632 0.07
H 0.101 2.256 -3.089 0.07
H -2.178 0.436 -5.169 0.06
H -2.275 1.323 -3.642 0.07
H -2.390 -0.458 -3.671 0.08
Cl 1.193 -3.730 5.486 0.53
C -0.044 -3.641 4.235 -1.06
Cl -1.684 -3.811 4.831 0.57
C 0.100 -2.328 3.422 -0.80
O 1.235 -2.166 2.870 -0.17
O -0.887 -1.524 3.279 -0.21
H 0.138 -4.468 3.538 0.06
```

Computed properties:
Multiplicity: 7
Kohn-Sham gap (spin up / spin down) in eV: 3.516 / 2.329
Net charge: -2

Computed, not measured: one molecule with the formula C4H5NO3, with ωB97M-V/def2-TZVPD.

The geometry in XYZ format:
```
13
Properties=species:S:1:pos:R:3:lowdin_charge:R:1
O 2.407 -0.966 -1.156 0.08
C 1.325 -0.619 -0.589 -0.44
C 0.477 0.387 -1.315 -0.03
N -0.654 1.138 -1.327 0.10
O -1.493 0.994 -0.230 -0.16
C -0.686 0.751 0.882 -0.16
C -0.524 -0.886 0.868 -0.06
O 0.883 -1.157 0.532 0.00
H 0.979 0.365 -2.149 0.06
H -1.219 1.192 1.764 0.13
H 0.432 1.347 0.517 0.20
H -1.213 -1.262 0.165 0.10
H -0.714 -1.284 2.038 0.19
```

Computed properties:
Multiplicity: 1
Kohn-Sham gap in eV: 9.735
ΔE to the lowest compared entry with this formula, charge and spin in kJ/mol: 540.0

Computed, not measured: one molecule with the formula C5H6O, with ωB97M-V/def2-TZVPD.

The geometry in XYZ format:
```
12
Properties=species:S:1:pos:R:3:lowdin_charge:R:1
C 3.034 -0.207 0.699 0.14
C 1.910 -0.024 0.300 -0.03
C 0.625 0.151 -0.380 -0.43
O 0.616 0.164 -1.593 0.10
C -0.653 0.299 0.426 -0.18
C -1.833 -0.100 -0.454 -0.10
H 4.038 -0.373 1.028 0.04
H -0.583 -0.258 1.370 0.12
H -0.744 1.357 0.713 0.13
H -2.790 0.115 0.024 0.07
H -1.795 -1.162 -0.714 0.08
H -1.780 0.451 -1.395 0.07
```

Computed properties:
Multiplicity: 1
Kohn-Sham gap in eV: 10.625
ΔE to the lowest compared entry with this formula, charge and spin in kJ/mol: 171.7

Computed, not measured: C46H46N9O3PS as an isolated structure, with ωB97M-V/def2-TZVPD.

The geometry in XYZ format:
```
106
Properties=species:S:1:pos:R:3:lowdin_charge:R:1
C 3.405 -2.525 -2.133 0.10
C 3.675 -1.715 -1.288 -0.15
C 4.060 -0.722 -0.275 -0.18
C 2.823 0.131 0.138 -0.17
C 2.588 0.105 1.659 -0.14
C 3.386 1.128 2.436 -0.13
C 4.136 0.827 3.544 -0.16
P 4.175 -0.850 4.231 0.49
O 4.939 -0.894 5.490 -0.28
O 4.741 -1.873 3.127 -0.12
O 2.643 -1.256 4.542 -0.10
C 4.922 1.788 4.283 -0.05
C 4.959 3.078 3.883 -0.01
C 4.193 3.493 2.758 -0.35
N 4.116 4.707 2.263 -0.22
S 3.083 4.662 1.003 1.02
N 2.723 3.083 1.048 -0.25
C 3.385 2.510 2.034 -0.28
H 3.055 -3.394 -2.638 0.02
H 4.515 -1.199 0.593 0.10
H 4.818 -0.084 -0.734 0.12
H 1.924 -0.233 -0.353 0.10
H 3.006 1.142 -0.209 0.07
H 1.530 0.241 1.905 0.13
H 2.860 -0.907 1.965 0.08
H 5.549 -2.259 3.494 0.09
H 2.174 -1.516 3.739 0.07
H 5.469 1.461 5.160 0.07
H 5.560 3.794 4.429 0.11
N -0.681 2.861 -3.922 0.05
C -0.526 3.868 -3.064 -0.16
C 0.311 3.814 -1.960 -0.07
C 1.026 2.648 -1.724 -0.08
C 0.875 1.592 -2.610 -0.06
C 0.016 1.751 -3.687 -0.16
H -1.104 4.760 -3.278 0.10
H 0.399 4.666 -1.299 0.09
H 1.689 2.586 -0.873 0.04
H 1.410 0.662 -2.474 0.09
H -0.127 0.949 -4.404 0.10
N -3.233 -1.632 -6.210 0.05
C -3.958 -2.468 -5.465 -0.15
C -4.252 -2.252 -4.127 -0.10
C -3.767 -1.103 -3.527 -0.08
C -3.010 -0.221 -4.284 -0.08
C -2.774 -0.531 -5.614 -0.19
H -4.319 -3.354 -5.974 0.10
H -4.847 -2.961 -3.573 0.08
H -3.974 -0.898 -2.484 0.11
H -2.611 0.688 -3.854 0.08
H -2.188 0.134 -6.242 0.10
N -7.653 -2.358 -4.492 0.06
C -7.732 -1.032 -4.564 -0.15
C -8.922 -0.325 -4.492 -0.07
C -10.098 -1.040 -4.336 -0.08
C -10.035 -2.423 -4.258 -0.08
C -8.792 -3.031 -4.340 -0.16
H -6.785 -0.518 -4.692 0.09
H -8.925 0.754 -4.561 0.10
H -11.050 -0.528 -4.277 0.10
H -10.930 -3.019 -4.138 0.10
H -8.697 -4.110 -4.282 0.10
N -7.745 1.938 -7.297 0.05
C -6.547 1.608 -6.819 -0.16
C -5.458 1.285 -7.613 -0.06
C -5.623 1.304 -8.988 -0.07
C -6.862 1.646 -9.506 -0.08
C -7.885 1.954 -8.622 -0.16
H -6.462 1.602 -5.737 0.09
H -4.510 1.022 -7.164 0.08
H -4.799 1.055 -9.645 0.11
H -7.035 1.672 -10.574 0.10
H -8.869 2.228 -8.987 0.10
N 3.097 1.444 8.201 0.05
C 3.521 0.186 8.047 -0.14
C 3.308 -0.808 8.993 -0.07
C 2.627 -0.485 10.155 -0.09
C 2.184 0.817 10.328 -0.09
C 2.443 1.737 9.324 -0.17
H 4.053 -0.033 7.124 0.06
H 3.670 -1.812 8.817 0.10
H 2.444 -1.234 10.915 0.10
H 1.649 1.114 11.220 0.10
H 2.110 2.766 9.419 0.10
N 7.290 2.111 6.203 0.05
C 8.416 1.611 5.696 -0.14
C 9.678 2.094 6.002 -0.07
C 9.779 3.159 6.883 -0.08
C 8.618 3.693 7.419 -0.07
C 7.405 3.134 7.049 -0.14
H 8.291 0.780 5.009 0.11
H 10.558 1.646 5.562 0.10
H 10.746 3.566 7.147 0.11
H 8.651 4.524 8.110 0.10
H 6.471 3.517 7.448 0.11
N -3.152 -4.294 -1.752 0.06
C -3.325 -5.514 -2.256 -0.15
C -2.849 -6.670 -1.655 -0.07
C -2.152 -6.552 -0.464 -0.08
C -1.961 -5.289 0.075 -0.08
C -2.481 -4.199 -0.606 -0.15
H -3.873 -5.562 -3.191 0.10
H -3.022 -7.635 -2.110 0.10
H -1.763 -7.429 0.037 0.10
H -1.422 -5.151 1.002 0.10
H -2.356 -3.193 -0.218 0.10
```

Computed properties:
Multiplicity: 1
Kohn-Sham gap in eV: 8.159

Computed, not measured: one molecule with the formula C4H5NO, with ωB97M-V/def2-TZVPD.

The geometry in XYZ format:
```
11
Properties=species:S:1:pos:R:3:lowdin_charge:R:1
N 1.911 -0.124 0.264 0.20
C 0.588 -0.215 0.032 -0.41
C -0.493 0.719 0.304 -0.10
C -1.647 0.039 -0.432 -0.22
C -1.379 -1.247 -0.766 -0.04
O 0.139 -1.299 -0.468 -0.02
H 2.462 -0.866 -0.148 0.13
H 2.363 0.773 0.357 0.12
H -0.311 1.789 0.431 0.12
H -2.632 0.488 -0.412 0.08
H -1.052 0.268 1.148 0.15
```

Computed properties:
Multiplicity: 1
Kohn-Sham gap in eV: 8.410
ΔE to the lowest compared entry with this formula, charge and spin in kJ/mol: 369.7

Computed, not measured: an isolated ion of composition C11H15N2O and charge +1, with ωB97M-V/def2-TZVPD.

The geometry in XYZ format:
```
29
Properties=species:S:1:pos:R:3:lowdin_charge:R:1
C -2.822 -2.324 0.100 0.03
N -1.453 -1.792 0.225 0.09
C -1.079 -0.584 -0.115 -0.15
C -2.070 0.416 -0.646 0.07
C 0.313 -0.187 0.244 -0.22
C 0.161 0.543 1.470 -0.08
C 0.421 1.824 1.569 -0.01
C 0.549 2.552 0.319 -0.08
C 0.724 1.975 -0.841 -0.09
C 0.934 0.534 -0.993 -0.22
C 2.445 0.335 -0.969 -0.08
N 2.667 -0.891 -0.134 0.12
C 1.733 -1.164 0.722 -0.38
O 1.631 -1.982 1.608 0.09
H -3.276 -1.901 -0.791 0.10
H -2.516 -3.342 -0.067 0.11
H -3.315 -2.083 0.983 0.09
H -0.688 -2.476 0.300 0.18
H -2.206 -0.003 -1.582 0.10
H -1.626 1.309 -0.533 0.04
H -2.996 0.445 0.005 0.15
H 0.294 -0.143 2.335 0.15
H 0.663 2.320 2.524 0.14
H 0.401 3.589 0.314 0.10
H 1.036 2.671 -1.612 0.13
H 0.556 0.179 -1.964 0.16
H 2.892 0.093 -1.981 0.14
H 3.037 1.243 -0.621 0.15
H 3.588 -1.154 0.132 0.16
```

Computed properties:
Multiplicity: 1
Kohn-Sham gap in eV: 8.415
Net charge: +1
ΔE to the lowest compared entry with this formula, charge and spin in kJ/mol: 175.6

Computed, not measured: one molecule with the formula C5H10ClN, with ωB97M-V/def2-TZVPD.

The geometry in XYZ format:
```
17
Properties=species:S:1:pos:R:3:lowdin_charge:R:1
C 2.366 0.596 -1.789 -0.13
N 1.136 0.197 -1.259 -0.06
C 0.578 0.455 -0.204 -0.63
Cl 1.244 1.254 1.228 0.60
C -1.089 -0.325 0.162 -0.34
C -1.909 0.769 0.841 -0.12
C -0.742 -1.521 0.979 -0.14
H 2.758 -0.370 -1.833 0.07
H 2.978 1.213 -1.154 0.07
H 2.430 0.809 -2.841 0.08
H -1.395 -0.510 -0.878 0.11
H -2.920 0.633 0.459 0.07
H -1.626 1.813 0.756 0.06
H -1.906 0.499 1.894 0.06
H -0.635 -1.167 2.110 0.11
H 0.228 -1.989 0.538 0.10
H -1.497 -2.355 0.992 0.08
```

Computed properties:
Multiplicity: 1
Kohn-Sham gap in eV: 9.863
ΔE to the lowest compared entry with this formula, charge and spin in kJ/mol: 199.9

Number 1: F_max 5.559 eV/Å. Number 2: F_max 3.155 eV/Å. Number 3: F_max 5.831 eV/Å. Number 4: F_max 0.643 eV/Å. Number 5: F_max 1.608 eV/Å. Number 6: F_max 1.630 eV/Å. Number 7: F_max 5.132 eV/Å. Number 8: F_max 5.070 eV/Å.